13
Properties=species:S:1:pos:R:3:forces:R:3 method="wB97M-V/def2-TZVPD" lumo_ev=0.992 gap_ev=11.15 relative_energy_ev=2.8820 homo_ev=-10.16 energy_ha=-249.3673 largest_force_ev_per_a=5.45
C -2.757548 -0.600136 0.596975 -0.1 0.8 -0.3
C 0.341861 -1.681642 0.608838 -1.0 3.2 1.6
C -0.091693 -1.150617 -0.491345 -0.2 1.0 -3.1
C -0.858994 0.234204 -0.716425 4.5 -1.6 0.8
C -0.113738 1.392590 -0.098590 3.7 -0.9 -0.1
N -1.986840 -0.011804 -0.060813 -4.9 -1.1 2.2
H 0.929629 -2.512285 0.569795 1.2 -2.4 0.3
H 0.188183 -1.077753 1.520288 0.3 -0.8 -0.1
H 0.024814 -1.719260 -1.414513 0.1 0.2 0.0
H -0.957744 0.381811 -1.752641 -0.5 0.2 -1.3
H 0.140228 1.188079 0.972759 -0.4 0.2 -0.9
H -0.636066 2.309625 -0.173768 -0.5 1.0 -0.2
H 0.944322 1.444157 -0.643600 -2.3 0.2 1.1

17
Properties=species:S:1:pos:R:3:forces:R:3 method="wB97M-V/def2-TZVPD" lumo_ev=0.885 gap_ev=10.04 smiles=CN1CCN[C@H]1C#N relative_energy_ev=2.2167 homo_ev=-9.16 energy_ha=-360.1158 largest_force_ev_per_a=4.37
C -1.449834 1.289061 0.500855 -0.8 0.9 -0.4
N -0.251227 0.979255 -0.250833 1.6 -0.5 0.8
C -0.399059 -0.174343 -1.160587 3.5 -0.2 0.3
C 0.053733 -1.504428 -0.414042 -0.5 1.7 1.8
N 0.404297 -0.880605 0.902108 -0.7 -2.8 3.2
C 0.797534 0.455564 0.658891 -0.1 0.1 -0.6
C 2.060058 0.227846 -0.094868 -0.6 2.4 0.7
N 2.979315 0.056066 -0.741062 1.3 -0.6 -0.8
H -1.334005 2.052063 1.292205 0.6 -0.6 -0.2
H -2.099354 1.829345 -0.203228 -0.3 -0.6 0.1
H -1.912072 0.394140 0.908853 -0.3 0.0 0.2
H 0.343244 -0.018761 -1.951554 -0.2 0.0 0.0
H -1.300987 -0.173301 -1.631761 -2.8 -0.3 -0.9
H -0.739449 -2.246306 -0.338430 0.1 0.0 0.2
H 0.971946 -1.931789 -0.746915 0.4 -0.4 -1.3
H 0.988518 -1.393560 1.674454 -1.5 1.0 -2.5
H 0.887339 1.039759 1.595915 0.2 -0.2 -0.7

95
Properties=species:S:1:pos:R:3:forces:R:3 method="wB97M-V/def2-TZVPD" s_squared=3.763 lumo_ev="0.425 / 0.266" gap_ev="8.38 / 8.88" relative_energy_ev=0.3775 spin_multiplicity=4 homo_ev="-7.95 / -8.61" energy_ha=-6755.2773 largest_force_ev_per_a=1.29
V -0.051398 0.156401 -0.186534 0.8 0.5 -0.1
O 1.857674 3.310246 0.784609 0.1 0.1 0.0
S 1.267004 2.079845 0.381014 -0.3 -1.1 -0.5
O 2.159583 0.962540 -0.075877 -0.1 0.3 0.2
O 0.410022 1.374195 1.437372 0.1 0.4 0.1
O 0.260774 2.162587 -0.766696 0.1 0.2 0.2
C -3.721688 -2.452715 0.056352 -0.1 -0.1 0.1
Si -4.187901 -0.716005 -0.474051 0.0 0.1 0.1
C -4.274219 -0.582699 -2.337563 -0.1 0.0 -0.1
C -5.901522 -0.349550 0.183254 -0.1 -0.1 -0.1
As -2.460413 0.681949 0.264158 -0.9 0.2 0.1
Si -2.603728 0.775467 2.632469 0.1 0.0 -0.2
C -1.536717 -0.636290 3.230852 0.0 -0.1 0.1
C -1.994052 2.407332 3.282291 -0.1 0.0 0.1
C -4.359578 0.500355 3.221425 -0.1 0.0 0.1
Si -2.988560 2.813038 -0.651241 0.3 -0.2 0.2
C -2.098650 4.183394 0.234575 -0.1 0.2 0.1
C -2.533546 2.718201 -2.455413 -0.2 0.0 -0.1
C -4.827754 3.127600 -0.496284 -0.2 0.0 -0.1
H -4.318280 -3.190642 -0.487574 0.0 0.0 0.0
H -3.898954 -2.600663 1.125054 0.0 0.0 0.0
H -2.669037 -2.665659 -0.123594 0.0 0.0 -0.1
H -4.781542 -1.462405 -2.745212 0.0 0.0 0.0
H -3.299340 -0.503848 -2.815096 0.1 0.0 0.1
H -4.851928 0.297850 -2.630028 0.0 0.0 0.0
H -6.564802 -1.076815 -0.298729 -0.1 0.1 0.0
H -6.259476 0.646543 -0.075294 0.0 0.0 0.0
H -5.999692 -0.475970 1.259082 0.0 0.0 0.0
H -0.499792 -0.495996 2.922718 0.0 0.1 0.0
H -1.888552 -1.594642 2.839784 0.0 0.0 0.0
H -1.569676 -0.680990 4.323662 0.0 0.0 0.0
H -1.078514 2.744571 2.802805 0.0 -0.1 0.0
H -1.790507 2.259836 4.348348 0.0 0.1 0.0
H -2.755270 3.184286 3.194940 0.0 0.0 0.0
H -4.685646 -0.531746 3.078751 0.0 0.0 0.0
H -5.086331 1.153497 2.736591 0.0 0.0 0.0
H -4.397764 0.710219 4.294990 0.0 0.0 0.0
H -1.042571 4.014438 0.422226 0.0 -0.1 -0.1
H -2.593776 4.405829 1.181133 0.0 0.0 0.0
H -2.185972 5.071652 -0.400587 0.0 0.0 0.0
H -1.458009 2.661173 -2.610837 0.1 0.0 0.1
H -2.917447 3.623336 -2.938417 0.1 0.0 -0.1
H -3.005850 1.858996 -2.936894 0.0 0.0 0.0
H -5.208641 2.985711 0.517154 0.1 0.0 0.0
H -5.414019 2.493978 -1.166033 0.0 0.0 0.0
H -5.029130 4.166469 -0.774858 0.0 0.0 0.0
C -0.165274 -3.983176 0.230202 0.1 0.0 0.3
P 0.426702 -2.261996 -0.042770 0.2 0.1 -0.5
C 0.206948 -1.787395 -1.815829 -0.2 -0.3 0.1
C 1.033822 -0.836637 -2.426520 0.2 0.0 0.1
C 0.759121 -0.380527 -3.715972 0.0 0.0 0.1
C -0.327373 -0.868266 -4.412838 0.0 0.0 0.0
C -1.178408 -1.787193 -3.803211 0.0 0.0 0.0
C -0.937598 -2.214122 -2.511897 0.0 0.1 -0.1
C 2.215282 -2.295899 0.242932 0.0 -0.1 -0.1
C 2.639328 -1.869612 1.499301 0.0 0.0 0.0
C 3.991032 -1.833048 1.804267 0.0 0.0 0.0
C 4.924282 -2.188575 0.843365 0.0 0.0 0.0
C 4.508545 -2.588813 -0.419445 0.0 0.0 0.0
C 3.157219 -2.651134 -0.718236 0.0 -0.1 0.0
P -0.505913 -5.185793 -1.136491 -0.2 0.0 -0.1
C 1.151844 -5.430427 -1.861190 0.1 0.0 0.0
C 2.184107 -6.096727 -1.200518 0.0 0.0 0.1
C 3.417771 -6.255929 -1.806073 0.0 0.1 0.0
C 3.637151 -5.742828 -3.080129 0.1 0.0 0.0
C 2.620284 -5.078598 -3.746479 0.0 0.0 0.0
C 1.378162 -4.930238 -3.140321 0.0 0.0 0.0
C -0.684508 -6.729471 -0.164051 0.0 0.0 0.0
C -0.864979 -6.792260 1.214107 0.0 0.0 0.0
C -1.052516 -8.013476 1.852009 0.0 0.0 0.0
C -1.054576 -9.190098 1.123202 0.0 0.0 0.0
C -0.876265 -9.140196 -0.254319 0.0 0.0 0.0
C -0.701787 -7.924136 -0.888757 0.0 0.0 -0.1
H -1.086364 -3.920767 0.814979 0.0 0.1 0.0
H 0.598173 -4.383488 0.906897 0.0 0.0 0.0
H 1.913555 -0.455158 -1.917992 0.0 0.0 0.0
H 1.414876 0.357797 -4.157582 0.0 0.0 0.0
H -0.529128 -0.526281 -5.419591 0.0 0.0 0.0
H -2.049238 -2.154954 -4.330715 0.0 0.0 0.0
H -1.634610 -2.900868 -2.056389 0.0 -0.1 0.0
H 1.915897 -1.525357 2.229714 0.0 0.0 0.0
H 4.311074 -1.492255 2.779766 0.0 0.0 0.0
H 5.981155 -2.136975 1.071610 0.0 0.0 0.0
H 5.236839 -2.855268 -1.174332 0.0 0.0 0.0
H 2.842401 -2.967484 -1.704247 0.0 0.0 0.0
H 2.015147 -6.502700 -0.209250 0.0 0.0 0.0
H 4.212721 -6.773358 -1.284867 0.0 0.0 0.0
H 4.603406 -5.866643 -3.552491 0.0 0.0 0.0
H 2.787144 -4.682248 -4.739789 0.0 0.0 0.0
H 0.578631 -4.414422 -3.660578 0.0 0.0 0.0
H -0.860745 -5.893589 1.817109 0.0 0.0 0.0
H -1.191411 -8.037319 2.925321 0.0 0.0 0.0
H -1.193977 -10.140776 1.620737 0.0 0.0 0.0
H -0.877113 -10.053091 -0.836014 0.0 0.0 0.0
H -0.567377 -7.901405 -1.965019 0.0 0.0 0.0

21
Properties=species:S:1:pos:R:3:forces:R:3 method="wB97M-V/def2-TZVPD" lumo_ev=-10.989 charge=+2 gap_ev=6.92 relative_energy_ev=0.0000 homo_ev=-17.91 energy_ha=-837.5289 largest_force_ev_per_a=8.50
O 2.604171 2.873124 -0.534447 1.4 0.5 2.4
C 1.675212 2.182819 -0.032973 0.7 -0.1 4.1
O 0.797351 1.674291 -0.808595 -2.7 -2.4 2.5
O 1.644737 2.021503 1.264104 0.4 0.3 -1.3
C 0.519969 1.364054 1.875118 -0.7 -0.2 0.6
C 0.373698 -0.047925 1.408451 0.0 -0.2 -0.3
C -0.800443 -0.593429 1.085912 0.1 0.4 0.0
C -0.921408 -2.008334 0.634729 0.2 -0.1 0.5
Hg 1.669821 2.614787 -2.270162 0.8 2.3 -8.1
H -0.388843 1.950580 1.689920 0.2 -0.1 0.1
H 0.747899 1.393583 2.947293 0.0 0.1 -0.3
H 1.295739 -0.633823 1.337662 -0.2 0.1 0.1
H -1.725202 -0.012050 1.145859 0.2 -0.1 0.1
H -1.590520 -2.593726 1.272386 0.2 0.1 -0.2
H 0.049267 -2.510489 0.551233 -0.2 0.1 0.0
O -1.566207 -2.121060 -0.678190 -0.7 0.4 -0.4
C -1.224588 -1.470767 -1.715060 1.1 -2.1 0.2
O -1.599035 -1.987384 -2.827014 -0.1 0.7 -0.7
H -1.143343 -1.517108 -3.569892 -0.7 -0.4 0.3
O -0.341830 -0.550353 -1.799526 0.6 1.7 0.6
H -0.076445 -0.028292 -0.976809 -0.5 -0.8 -0.4

28
Properties=species:S:1:pos:R:3:forces:R:3 method="wB97M-V/def2-TZVPD" lumo_ev=3.604 charge=-1 gap_ev=7.67 relative_energy_ev=0.4289 homo_ev=-4.07 energy_ha=-956.5250 largest_force_ev_per_a=5.07
C -3.667001 -1.054591 0.333019 1.5 0.7 -0.4
C -2.758338 -2.032262 0.059693 0.9 -1.9 -1.1
C -3.328098 0.289926 0.278725 2.5 -2.4 -0.8
C -1.486981 -1.628333 -0.349032 0.1 -0.5 1.9
C -2.044519 0.700906 -0.077517 -1.1 -0.7 0.1
C -1.121412 -0.300068 -0.371445 3.1 1.0 -1.1
C 3.607243 0.430279 0.259836 -1.8 1.2 -3.1
C 1.800118 -0.938932 1.350736 1.3 -3.4 3.6
C -0.882573 2.546464 -0.933333 1.6 -0.2 1.1
C 2.111333 0.164525 0.524743 0.4 2.1 -3.1
O 1.688902 -1.633697 -1.630266 0.0 -0.5 0.6
O 1.646797 0.904851 -2.024844 0.0 1.0 -0.8
O -1.878015 2.085182 -0.031646 0.8 -0.5 -0.7
P 1.457809 -0.259065 -1.156685 -2.1 0.7 0.8
H -4.584161 -1.338128 0.659059 -2.9 -0.6 0.9
H -2.933200 -3.165179 0.042784 -0.2 1.8 0.4
H -4.002836 0.969612 0.554628 -2.7 2.8 1.0
H -0.723116 -2.403931 -0.212678 0.1 0.3 -1.1
H 3.791030 1.325343 -0.466157 -0.5 -1.6 1.4
H 4.051446 0.583549 1.156579 1.8 0.6 2.8
H 3.972465 -0.452018 -0.204401 0.8 -0.8 -0.4
H 0.771795 -1.032954 1.580759 -1.2 0.1 0.1
H 2.330123 -0.865337 2.313691 -0.2 0.3 0.3
H 2.138680 -1.955615 1.076872 -0.1 0.6 -0.8
H -0.104106 1.839535 -1.140910 0.4 -0.7 0.6
H -0.337861 3.423244 -0.592525 -0.5 0.3 0.5
H -1.167356 2.710547 -1.919414 -1.7 0.7 -1.8
H 1.651838 1.086157 0.919740 -0.1 -0.3 -0.5

25
Properties=species:S:1:pos:R:3:forces:R:3 method="wB97M-V/def2-TZVPD" lumo_ev=0.098 gap_ev=8.82 smiles=CCNC.O.O.O.O relative_energy_ev=0.7167 homo_ev=-8.72 energy_ha=-480.1807 largest_force_ev_per_a=1.30
C -2.780916 -0.253074 -0.595399 0.0 0.9 0.4
C -1.259955 -0.223977 -0.327437 -0.7 -0.8 -0.7
N -0.587842 -1.327698 -1.012818 0.3 0.0 0.3
C -0.619428 -2.627493 -0.349095 -0.8 0.3 -0.5
H -3.351474 -0.330283 0.334804 0.0 -0.5 -0.2
H -3.027593 -1.013499 -1.316352 -0.2 -0.5 0.0
H -3.137146 0.688041 -1.026974 0.2 0.0 -0.1
H -1.100621 -0.254399 0.758006 0.3 0.3 0.0
H -0.852483 0.655715 -0.799075 0.2 0.5 0.3
H 0.378574 -1.071783 -1.156074 0.0 0.1 0.0
H -1.484237 -3.204824 -0.683191 -0.1 0.0 -0.1
H 0.260443 -3.171733 -0.674701 0.1 -0.3 0.4
H -0.747314 -2.570340 0.738096 0.5 0.1 0.2
O 0.443865 2.604617 -2.330038 -0.8 -0.2 -0.9
H 1.383534 2.465918 -2.441123 0.1 0.1 0.6
H 0.185435 2.717230 -1.414775 0.7 0.1 0.2
O 2.523631 -0.643479 0.681957 -0.2 0.3 0.2
H 2.780994 -1.559726 0.553263 0.1 0.0 0.0
H 3.304973 -0.167327 0.989269 0.0 -0.2 -0.1
O 0.877306 1.078932 2.663922 -0.3 -0.5 0.3
H 1.368568 0.291821 2.402499 0.4 0.1 -0.4
H 0.116810 0.661478 3.087676 -0.1 0.5 0.1
O 1.989892 2.726541 0.484951 -0.1 -0.3 -0.2
H 1.476375 2.694120 1.299614 0.0 0.0 0.2
H 1.858609 1.835220 0.132993 0.1 0.1 0.0